(1)
An isolated molecule of C6H9N. Source: OMol25; level of theory: the ωB97M-V functional and the def2-TZVPD basis.

The geometry in ORCA input format:
```
! RIJCOSX wB97M-V def2-TZVPD def2/J DEFGRID3
* xyz 0 1
C 1.55 -0.23 -0.91
C -2.23 -0.96 -0.30
C 0.57 0.06 0.20
C 0.05 -1.04 1.03
C -0.98 -0.59 0.35
N 1.24 2.34 0.17
C 0.58 1.43 0.74
H 1.14 3.26 0.62
H 0.44 -1.88 1.56
H -0.12 1.58 1.57
H 1.41 -1.21 -1.31
H 1.42 0.52 -1.71
H 2.59 -0.14 -0.55
H -2.52 -1.98 -0.06
H -3.03 -0.27 -0.02
H -2.11 -0.89 -1.39
*
```

Properties
Structure (SMILES): [H]/N=C/[C@@]1(C)C=C1C
Frontier orbital gap in eV: 9.9
Highest occupied orbital energy in eV: -8.97

Löwdin atomic charge list, values in e, 8 entries: atom 1 (C): -0.054, atom 2 (C): -0.061, atom 3 (C): -0.368, atom 4 (C): 0.005, atom 5 (C): -0.116, atom 6 (N): 0.089, atom 7 (C): -0.235, atom 8 (H): 0.043


(2)
The ion C6H9N with charge +1. Source: OMol25; level of theory: the ωB97M-V functional and the def2-TZVPD basis.

The geometry in ORCA input format:
```
! RIJCOSX wB97M-V def2-TZVPD def2/J DEFGRID3
* xyz 1 2
C -1.15 -0.33 1.77
C -0.58 0.10 0.46
C -1.29 0.63 -0.65
N -0.37 0.76 -1.66
C 0.78 0.17 -1.27
C 0.75 -0.09 0.11
C 1.78 -0.90 0.86
H -0.64 -1.26 2.08
H -1.03 0.43 2.57
H -2.21 -0.58 1.73
H -2.32 0.91 -0.91
H -0.55 0.84 -2.65
H 1.63 -0.03 -1.92
H 1.29 -1.85 1.05
H 2.22 -0.51 1.78
H 2.82 -0.99 0.39
*
```

Properties
Frontier orbital gap (spin up / spin down) in eV: 11.1 / 7.2
Highest occupied orbital energy (spin up / spin down) in eV: -14.64 / -14.47

Löwdin atomic charge list, values in e, 8 entries: atom 1 (C): -0.004, atom 2 (C): -0.181, atom 3 (C): 0.103, atom 4 (N): 0.086, atom 5 (C): 0.063, atom 6 (C): -0.169, atom 7 (C): -0.015, atom 8 (H): 0.094


(3)
A structure of composition C6H9N2. Source: OMol25; level of theory: the ωB97M-V functional and the def2-TZVPD basis.

The geometry in ORCA input format:
```
! RIJCOSX wB97M-V def2-TZVPD def2/J DEFGRID3
* xyz 1 1
C -0.15 -0.17 1.39
C 0.35 0.00 -1.54
C -0.28 -0.69 -0.59
C 0.79 -0.35 0.36
C -2.28 -1.71 1.08
C 1.64 1.82 -0.89
N -1.19 -0.81 0.74
N 1.55 0.32 -0.80
H -0.17 0.19 2.39
H -0.02 0.39 -2.47
H -3.01 -1.63 0.27
H -1.87 -2.70 1.38
H -2.78 -1.22 1.90
H 2.56 2.28 -1.31
H 0.75 2.27 -1.19
H 1.61 2.12 0.20
H 2.50 -0.11 -0.93
*
```

Properties
Frontier orbital gap in eV: 8.5
Highest occupied orbital energy in eV: -12.66

Löwdin atomic charge list, values in e, 8 entries: atom 1 (C): 0.037, atom 2 (C): -0.022, atom 3 (C): 0.031, atom 4 (C): -0.089, atom 5 (C): -0.017, atom 6 (C): 0.025, atom 7 (N): -0.048, atom 8 (N): -0.025


(4)
The ion C6H9N2O with charge +1. Source: OMol25; level of theory: the ωB97M-V functional and the def2-TZVPD basis.

The geometry in ORCA input format:
```
! RIJCOSX wB97M-V def2-TZVPD def2/J DEFGRID3
* xyz 1 1
C -1.77 1.30 -1.11
C -1.90 2.14 -0.03
C -0.83 0.28 -0.96
C -0.98 2.05 1.02
C 0.91 -1.28 0.50
C 0.05 0.13 0.07
N 1.34 -2.45 -0.29
N -0.15 1.08 1.05
O 1.98 -0.70 1.10
H -2.42 1.32 -2.02
H -2.71 2.81 0.03
H -0.63 -0.32 -1.91
H -0.84 2.84 1.78
H 0.41 -1.79 1.30
H 0.60 -3.17 -0.60
H 1.83 -2.21 -1.13
H 0.59 1.02 1.78
H 2.68 -1.35 1.20
*
```

Properties
Structure (SMILES): N[C@@H](O)c1cccc[nH+]1
Frontier orbital gap in eV: 9.7
Highest occupied orbital energy in eV: -14.13

Löwdin atomic charge list, values in e, 8 entries: atom 1 (C): 0.004, atom 2 (C): 0.002, atom 3 (C): -0.017, atom 4 (C): -0.035, atom 5 (C): -0.365, atom 6 (C): -0.033, atom 7 (N): 0.086, atom 8 (N): 0.120


(5)
A cluster of 2 separate species, C6H9N2O2 in total. Source: OMol25; level of theory: the ωB97M-V functional and the def2-TZVPD basis.

The geometry in ORCA input format:
```
! RIJCOSX wB97M-V def2-TZVPD def2/J DEFGRID3
* xyz -1 1
C -3.91 -0.06 -1.52
C -2.71 -0.29 -0.62
O -1.67 -0.51 -1.35
O -2.85 -0.33 0.61
H -3.81 1.01 -1.86
H -4.80 -0.11 -1.16
H -3.93 -0.87 -2.35
C 3.07 1.22 1.75
C 1.94 -1.23 -0.61
C 0.92 0.16 0.77
C 2.35 0.27 0.91
N 0.70 -0.78 -0.26
N 2.95 -0.71 0.13
H -0.28 -0.95 -0.64
H 2.17 -1.93 -1.39
H 0.18 0.80 1.18
H 3.73 1.87 1.37
H 3.53 0.61 2.53
H 2.42 1.82 2.51
*
```

Properties
Frontier orbital gap in eV: 8.4
Highest occupied orbital energy in eV: -4.58

Löwdin atomic charge list, values in e, 8 entries: atom 1 (C): -0.049, atom 2 (C): -0.740, atom 3 (O): -0.125, atom 4 (O): -0.052, atom 5 (H): 0.089, atom 6 (H): -0.030, atom 7 (H): 0.101, atom 8 (C): -0.089


(6)
A cluster of 2 separate species, C6H9N2O2 in total. Source: OMol25; level of theory: the ωB97M-V functional and the def2-TZVPD basis.

The geometry in ORCA input format:
```
! RIJCOSX wB97M-V def2-TZVPD def2/J DEFGRID3
* xyz -1 1
C 3.71 -1.33 1.09
C 2.29 -1.59 0.61
O 2.10 -0.70 -0.41
O 1.53 -2.58 0.72
H 4.10 -0.40 0.79
H 4.47 -2.04 0.94
H 3.67 -1.10 2.24
C -3.84 1.43 -0.71
C -0.49 1.35 0.46
C -1.59 0.33 -1.18
C -2.47 1.24 -0.52
N -0.24 0.48 -0.62
N -1.75 1.81 0.44
H 1.16 -0.57 -0.59
H 0.25 1.71 1.20
H -1.75 -0.46 -1.97
H -3.89 1.85 -1.79
H -4.18 2.07 0.06
H -4.55 0.63 -0.66
*
```

Properties
Frontier orbital gap in eV: 6.7
Highest occupied orbital energy in eV: -3.20

Löwdin atomic charge list, values in e, 8 entries: atom 1 (C): -0.016, atom 2 (C): -0.492, atom 3 (O): 0.016, atom 4 (O): 0.023, atom 5 (H): 0.050, atom 6 (H): 0.048, atom 7 (H): 0.116, atom 8 (C): -0.118


Respective F_max values: 3.39, 1.92, 4.25, 5.99, 6.42, 7.05 eV/Å.
Respective energy relative to the best compared isomer or geometry (same formula, charge and spin) values: 73.1, 19.8, 196.3, 12.6, 36.7, 57.6 kcal/mol.